Here is an isolated molecule of C4H8ClN in a non-equilibrium geometry from the Open Molecules 2025 dataset. Energies are from the ωB97M-V functional and the def2-TZVPD basis.

Atoms and positions in Å:
Cl1 -2.097 -0.706 -0.003
N1 1.854 0.383 -0.410
C1 -1.418 0.923 -0.368
C2 0.786 0.181 0.661
C3 -0.177 1.021 0.252
C4 2.855 -0.669 -0.092
H1 1.351 0.287 1.693
H2 -2.213 1.484 -0.674
H3 3.327 -0.729 0.915
H4 0.047 2.172 0.520
H5 2.353 -1.567 -0.484
H6 0.680 -0.861 0.483
H7 1.271 0.159 -1.214
H8 3.573 -0.358 -1.035

Cartesian forces, eV/Å:
Cl -0.305 -0.165 -0.919
N -0.139 0.851 2.772
C 4.417 -4.226 3.831
C 6.074 -3.309 1.671
C -7.357 8.757 -1.335
C 1.015 1.049 -5.447
H -1.673 0.346 -1.871
H -1.101 2.252 -0.764
H -0.624 0.428 -0.971
H -0.050 -2.444 -1.197
H 0.765 -0.665 0.998
H -1.485 -1.173 0.832
H 0.991 -0.300 -0.465
H -0.528 -1.401 2.866

Output
Total energy, a.u.: -672.009693
SMILES: CNC/C=C\Cl
HOMO level, eV: -9.08
Energy relative to the best compared isomer or geometry (same formula, charge and spin), kcal/mol: 79.7